Record 1
Density functional theory data (ωB97M-V/def2-TZVPD) for a molecular structure, C31H42N3OPSc.

```
! wB97M-V def2-TZVPD RIJCOSX def2/J DEFGRID3
* xyz -1 1
Sc 0.4897 0.6649 0.1500
N 2.3807 3.9394 -1.9624
N -1.0705 1.7158 -1.4464
C -1.1431 -1.3445 1.6710
C -1.2732 0.0327 2.0188
C -0.0005 0.4945 2.4790
C 0.2516 1.8373 3.0691
H -0.6457 2.2285 3.5715
H 0.5252 2.5691 2.2884
H 1.0668 1.8125 3.8049
C 0.9374 -0.5971 2.3026
C 2.3148 -0.6730 2.8385
H 2.3065 -0.5970 3.9369
H 2.9283 0.1418 2.4420
H 2.7914 -1.6180 2.5530
C 0.2276 -1.6996 1.7353
C 0.8118 -3.0337 1.4126
H 1.8315 -2.9339 1.0122
H 0.2103 -3.5638 0.6592
H 0.8708 -3.6800 2.3036
C -2.5344 0.8183 2.0589
H -2.8067 1.0916 3.0928
H -3.3628 0.2405 1.6273
H -2.4445 1.7550 1.4848
C -2.2856 -2.2633 1.4622
H -1.9483 -3.2469 1.1141
H -2.9643 -1.8485 0.7058
H -2.8641 -2.4096 2.3905
C 3.4437 4.0519 -2.7582
H 4.1299 4.8698 -2.5147
C 3.6493 3.1617 -3.8309
H 4.5501 3.3283 -4.4646
C 2.7490 2.1416 -4.0593
H 2.8924 1.4592 -4.9258
C 1.6824 1.9499 -3.1978
H 0.9450 1.1609 -3.3235
C 1.5627 2.8330 -2.0195
C 0.8320 2.7376 -0.8995
H 0.2677 3.6323 -0.6248
C -1.3079 0.4075 -1.2533
C -2.0040 2.2160 -2.3771
H -1.8411 3.2143 -2.7317
C -2.9181 1.2410 -2.6318
H -3.8073 1.2879 -3.2353
N -2.4671 0.1354 -1.9389
C -3.1373 -1.0475 -1.6879
C -4.4669 -0.9536 -1.2291
C -5.1583 -2.1456 -1.0471
H -6.2219 -2.1014 -0.7463
C -4.5378 -3.3708 -1.2551
C -5.3241 -4.6175 -1.0629
H -4.6754 -5.4390 -0.7533
H -5.8298 -4.8958 -1.9966
H -6.0900 -4.4402 -0.2982
C -3.1966 -3.4459 -1.6813
H -2.7396 -4.4111 -1.8935
C -2.4529 -2.2708 -1.8480
C -1.0049 -2.3427 -2.2340
H -0.7496 -1.7082 -3.0944
H -0.7702 -3.3765 -2.5148
H -0.3139 -2.0940 -1.4093
C -5.1040 0.3750 -0.9294
H -5.2712 0.9741 -1.8346
H -4.5463 0.9892 -0.2024
H -6.0864 0.1824 -0.4869
C 2.9006 4.3108 1.0106
P 3.3945 2.5908 1.2031
C 4.8301 2.3355 0.1625
C 3.9227 2.5206 2.9167
O 2.3337 1.5259 0.8865
H 3.8110 4.9308 1.0336
H 2.2398 4.5988 1.8407
H 2.3926 4.4446 0.0509
H 5.5707 3.0967 0.4476
H 5.2314 1.3276 0.3409
H 4.5724 2.4484 -0.8990
H 4.2021 1.5011 3.2024
H 3.1091 2.8844 3.5595
H 4.7906 3.1845 3.0383
*
```

Gap between HOMO and LUMO (alpha / beta) ... 4.4 / 3.9 eV
Energy ... -2547.9979 Ha
E_LUMO (alpha / beta) ... 2.574 / 2.592 eV
Highest occupied orbital energy (alpha / beta) ... -1.79 / -1.27 eV



Record 2
Density functional theory data (ωB97M-V/def2-TZVPD) for 2 unconnected molecules or ions with the total composition C3H11O.

```
! wB97M-V def2-TZVPD RIJCOSX def2/J DEFGRID3
* xyz 1 1
O -1.2455 2.0157 -0.6719
H -1.0556 2.3544 0.2398
H -2.1645 2.2949 -0.9170
H -1.1247 1.0571 -0.9282
C 1.5522 0.0061 0.4524
C 0.7742 -1.2757 0.1082
C -0.7059 -0.9831 0.1108
H 2.6146 -0.2521 0.4883
H 1.2703 0.3746 1.4347
H 1.5161 0.7546 -0.3436
H 0.9599 -2.0220 0.8832
H 1.0912 -1.6921 -0.8437
H -1.3896 -1.8343 0.0514
H -1.1138 -0.2702 0.8284
H -0.9788 -0.5278 -0.8929
*
```

Gap between HOMO and LUMO ... 10.6 eV
Energy ... -195.8055 Ha
E_LUMO ... -4.949 eV
Highest occupied orbital energy ... -15.58 eV



Record 3
Density functional theory data (ωB97M-V/def2-TZVPD) for a gas-phase ion, C3H4N5O2 (charge -1).

```
! wB97M-V def2-TZVPD RIJCOSX def2/J DEFGRID3
* xyz -1 1
C -0.9407 -1.3844 0.2343
N -0.7707 0.0282 0.0767
N -1.8016 0.8070 -0.2411
C -1.2816 2.0295 -0.2029
N -0.0210 2.0621 0.0135
C 0.3058 0.7793 0.2441
N 1.7052 0.3338 0.7117
N 2.2893 -0.5400 -0.0373
O 1.6512 -1.1287 -0.9910
O 3.4853 -0.7469 0.1561
H -1.8064 -1.7064 -0.3690
H 0.1490 -1.6234 -0.1967
H -1.1548 -1.7621 1.2788
H -1.8090 2.8518 -0.6770
*
```

Gap between HOMO and LUMO ... 8.9 eV
Structure (SMILES) ... Cn1ncnc1N=[N+]([O-])[O-]
Energy ... -540.9009 Ha
E_LUMO ... 4.021 eV
Highest occupied orbital energy ... -4.87 eV



Record 4
Density functional theory data (ωB97M-V/def2-TZVPD) for 6 unconnected molecules or ions with the total composition C6H26N2O5.

```
! wB97M-V def2-TZVPD RIJCOSX def2/J DEFGRID3
* xyz 0 1
C -0.8429 0.3190 3.1420
C -0.6939 1.3674 2.0184
C -2.0696 2.0008 1.6998
C -2.4269 1.9647 0.1943
C -2.8733 0.6235 -0.3488
N -1.7765 -0.3625 -0.5908
C -1.0733 -0.0814 -1.8997
N -1.6897 -0.9098 -2.8976
H -1.7629 -0.2301 2.9696
H 0.0749 -0.2688 3.1836
H -0.8501 0.7470 4.1477
H 0.0119 2.1525 2.2890
H -0.3296 0.8868 1.1245
H -2.1807 3.0341 2.0257
H -2.8662 1.4335 2.1876
H -3.1505 2.7393 -0.0950
H -1.5749 2.3908 -0.3553
H -3.4379 0.6440 -1.2839
H -3.5261 0.0790 0.3421
H -1.1890 -0.3128 0.2212
H -1.0400 0.9919 -2.0685
H -0.0506 -0.3765 -1.6742
H -1.4073 -1.8711 -2.8029
H -2.6975 -0.8520 -2.8376
O 2.7800 -0.3114 -2.8625
H 1.8671 -0.5821 -3.0217
H 2.7188 0.6420 -2.9984
O 2.3911 -2.9777 2.2600
H 2.0254 -2.5847 1.4498
H 2.8521 -2.2266 2.6592
O 0.8025 -1.7498 0.1850
H 0.1838 -1.9394 -0.5220
H 0.5698 -0.9331 0.6327
O 1.4796 1.2897 -0.4487
H 2.1543 0.6217 -0.2062
H 1.7863 2.0821 0.0048
O 3.5904 -0.5441 -0.1820
H 4.2923 0.0097 -0.5354
H 3.4827 -1.2649 -0.8109
*
```

Gap between HOMO and LUMO ... 9.3 eV
Structure (SMILES) ... CCCCCNCN.O.O.O.O.O
Energy ... -729.8733 Ha
E_LUMO ... 0.296 eV
Highest occupied orbital energy ... -8.97 eV



Record 5
Density functional theory data (ωB97M-V/def2-TZVPD) for a molecular structure, C21H26N4O3ReS.

```
! wB97M-V def2-TZVPD RIJCOSX def2/J DEFGRID3
* xyz 2 2
Re 0.2803 -0.0591 0.0510
C 2.9425 3.5679 -3.4663
O 2.1621 2.7920 -2.5480
C 0.9082 3.2187 -2.2943
C 0.2556 4.2577 -2.9331
C -1.0570 4.5936 -2.5912
C -1.7363 3.8967 -1.6211
C -1.1123 2.8193 -0.9723
C -1.8030 2.1385 0.0872
N -1.4036 1.0102 0.5777
N -2.0066 0.6028 1.7602
C -1.1998 -0.1508 2.4269
O 0.0412 -0.4221 1.9360
C -1.5518 -0.7498 3.7120
C -0.5814 -1.4116 4.4655
C -0.9227 -1.9714 5.6848
C -2.2268 -1.8746 6.1506
C -3.1944 -1.2143 5.4017
C -2.8624 -0.6488 4.1853
C 0.2186 2.5115 -1.2958
O 0.9171 1.5477 -0.6382
H 3.9218 3.1011 -3.4892
H 3.0367 4.5964 -3.1175
H 2.5075 3.5494 -4.4662
H 0.7576 4.8269 -3.7019
H -1.5363 5.4167 -3.1022
H -2.7500 4.1631 -1.3537
H -2.6653 2.6025 0.5576
H 0.4381 -1.4668 4.1094
H -0.1716 -2.4758 6.2768
H -2.4906 -2.3112 7.1045
H -4.2075 -1.1385 5.7717
H -3.6064 -0.1277 3.5987
C 0.9238 -3.0758 -0.2339
C 2.1850 -2.3804 0.2418
N 2.2427 -0.9732 -0.2519
C 2.7415 -0.7839 -1.6488
C 1.7375 -1.1866 -2.7182
S 0.0667 -0.5387 -2.3102
C -0.9989 -2.0148 -2.3688
C -1.3720 -2.4813 -0.9641
N -0.2693 -2.2042 -0.0124
H 0.7966 -4.0209 0.2948
H 0.9763 -3.3136 -1.2921
H 3.0694 -2.9377 -0.0725
H 2.1903 -2.3268 1.3311
H 2.9154 -0.4922 0.3410
H 3.6672 -1.3454 -1.7920
H 2.9616 0.2793 -1.7455
H 1.6737 -2.2618 -2.8649
H 2.0218 -0.7391 -3.6687
H -0.4700 -2.7694 -2.9481
H -1.8909 -1.7408 -2.9283
H -1.6077 -3.5477 -0.9757
H -2.2475 -1.9415 -0.6068
H -0.6153 -2.3932 0.9276
*
```

Gap between HOMO and LUMO (alpha / beta) ... 6.7 / 6.7 eV
Energy ... -1736.5355 Ha
E_LUMO (alpha / beta) ... -7.222 / -7.222 eV
Highest occupied orbital energy (alpha / beta) ... -13.93 / -13.92 eV



Record 6
Density functional theory data (ωB97M-V/def2-TZVPD) for 2 unconnected molecules or ions with the total composition C18H34N4O4.

```
! wB97M-V def2-TZVPD RIJCOSX def2/J DEFGRID3
* xyz 0 1
H 3.5429 4.4952 -3.3038
N 3.0979 3.7141 -3.7844
C 2.1911 3.2388 -3.0705
C 1.4041 2.0677 -3.6045
C 0.2291 1.5383 -2.7266
C -0.5405 0.5849 -3.6769
C -0.7415 2.7154 -2.5036
N -0.3811 3.3474 -1.2044
C 0.3262 2.3583 -0.4736
O 0.6533 2.5854 0.6355
C 0.5379 1.0547 -1.2819
C 1.9413 0.5229 -0.9986
N 2.9579 1.5832 -0.7934
C -0.5163 -0.0117 -0.8918
C -0.6548 -0.2186 0.6492
C -0.5882 -1.6891 1.0978
C 0.8352 -2.2545 1.2407
C 1.4261 -2.8399 -0.0221
O 0.7664 -4.0782 -0.3848
C 1.1941 -4.4405 -1.6291
C 0.1240 -4.4042 -2.6839
O 2.2841 -4.7467 -1.8491
H 2.0358 3.6755 -2.0875
H 2.0535 1.2344 -3.8831
H 0.9515 2.4173 -4.5285
H -0.0789 -0.4064 -3.6402
H -0.5108 0.9244 -4.7079
H -1.5822 0.4801 -3.3931
H -0.6932 3.5251 -3.2316
H -1.7772 2.4093 -2.3590
H 0.1484 4.1995 -1.3115
H 2.2741 -0.2009 -1.7466
H 1.9040 -0.0334 -0.0668
H 3.5227 1.6340 -1.6333
H 3.5371 1.3180 -0.0090
H -0.2893 -0.9760 -1.3420
H -1.5042 0.2865 -1.2301
H -1.6121 0.1727 0.9825
H 0.1201 0.3327 1.1798
H -1.2289 -2.3348 0.4972
H -1.0137 -1.6949 2.1108
H 1.4763 -1.4537 1.6135
H 0.8509 -3.0492 1.9877
H 2.4757 -3.0730 0.1695
H 1.3920 -2.1583 -0.8716
H -0.1191 -3.3564 -2.8656
H 0.4433 -4.9075 -3.5838
H -0.7816 -4.8548 -2.2818
C -3.7020 0.0002 6.7826
N -3.5745 -0.3469 5.3793
C -2.5024 -0.1704 4.5628
C -1.2677 0.4646 5.1546
O -2.5528 -0.5188 3.3931
H -3.9209 -0.9013 7.3574
H -4.5287 0.7020 6.9055
H -2.7932 0.4524 7.1644
H -4.3627 -0.7753 4.9191
H -0.5057 0.5373 4.3838
H -1.4925 1.4683 5.5172
H -0.8806 -0.1454 5.9721
*
```

Gap between HOMO and LUMO ... 10.0 eV
Structure (SMILES) ... [H]/N=C/C[C@]1(C)CNC(=O)[C@@]1(CN)CCCCCOC(C)=O.CNC(C)=O
Energy ... -1226.2340 Ha
E_LUMO ... 0.713 eV
Highest occupied orbital energy ... -9.26 eV



Record 7
Density functional theory data (ωB97M-V/def2-TZVPD) for 9 unconnected molecules or ions with the total composition C13H25Cl21O8P2.

```
! wB97M-V def2-TZVPD RIJCOSX def2/J DEFGRID3
* xyz 1 2
C -0.3738 0.1425 0.6581
O -0.2034 0.1560 -0.7537
P -1.5299 0.1689 -1.6670
O -2.6579 1.0443 -1.2040
O -0.9031 0.6839 -3.0753
C 0.0314 1.7712 -3.1894
O -1.8989 -1.3571 -2.0220
C -0.8950 -2.3243 -2.1358
H -0.7779 1.0817 1.0359
H 0.6516 0.1458 1.0276
H -0.9756 -0.6695 1.0663
H -0.4257 2.5364 -3.8169
H 0.9981 1.4914 -3.6079
H 0.3377 2.0811 -2.1902
H -0.7326 -2.6300 -3.1694
H -1.1713 -3.2105 -1.5645
H 0.0645 -2.0229 -1.7154
C 4.3930 -0.0576 5.5372
O 3.3511 0.6320 5.0294
P 1.9089 0.0085 4.8696
O 1.4513 0.0849 3.3954
O 1.0856 0.8306 5.9876
C -0.3058 0.7287 6.1256
O 1.8826 -1.4899 5.4909
C 0.9131 -2.5103 5.0296
H 5.3866 0.2784 5.2407
H 4.4905 -1.0613 5.1235
H 4.3903 -0.2264 6.6140
H -0.8570 1.4944 5.5799
H -0.5300 0.7000 7.1919
H -0.6190 -0.2731 5.8315
H -0.1140 -2.1553 4.9446
H 0.9506 -3.4828 5.5204
H 1.2026 -2.6601 3.9895
C -0.8611 5.5984 0.7496
Cl -0.5077 3.8801 0.3209
Cl 0.1798 6.6768 -0.0824
Cl -0.8136 5.8788 2.5313
H -1.8899 5.7836 0.4406
C 3.0416 -1.0802 -2.7205
Cl 3.7965 -0.7207 -4.2554
Cl 3.4745 0.1366 -1.4712
Cl 3.4729 -2.7805 -2.3147
H 1.9614 -1.0463 -2.8620
C -4.6242 4.0710 -1.6828
Cl -6.1677 4.8077 -1.8260
Cl -4.1113 4.0329 0.0536
Cl -3.3703 4.7479 -2.7457
H -4.7410 3.0067 -1.8870
C 0.1533 -1.8911 -6.2893
Cl -1.3811 -1.7568 -5.4842
Cl 1.2895 -2.8613 -5.3060
Cl 0.8474 -0.3086 -6.5440
H 0.0900 -2.4233 -7.2385
C -3.2568 -5.5764 -3.8714
Cl -4.5715 -6.8157 -3.9978
Cl -2.1435 -5.7364 -2.4411
Cl -4.1359 -4.0464 -3.7409
H -2.7116 -5.6456 -4.8128
C 4.0405 4.5545 -1.4744
Cl 4.6697 4.5137 -3.1281
Cl 2.5312 3.5964 -1.4017
Cl 3.6964 6.2379 -0.8597
H 4.8218 4.1885 -0.8083
C -2.3059 -3.8175 1.9045
Cl -2.5615 -4.8223 3.3565
Cl -0.5953 -3.6795 1.5159
Cl -3.0605 -2.1889 2.0501
H -2.7744 -4.4433 1.1449
*
```

Gap between HOMO and LUMO (alpha / beta) ... 10.2 / 3.0 eV
Energy ... -11458.7248 Ha
E_LUMO (alpha / beta) ... -2.239 / -9.407 eV
Highest occupied orbital energy (alpha / beta) ... -12.43 / -12.43 eV



Record 8
Density functional theory data (ωB97M-V/def2-TZVPD) for C11H21N3O4 in the gas phase.

```
! wB97M-V def2-TZVPD RIJCOSX def2/J DEFGRID3
* xyz 0 1
C 2.0864 2.4588 -1.1443
C 2.7224 1.9197 0.1982
C 3.9620 2.6407 0.4967
C 3.1090 0.4663 0.0485
C 1.8705 -0.4229 -0.1297
N 1.0126 -0.3556 1.0792
C -0.2722 -0.6868 1.0534
O -0.8315 -0.6592 2.1566
C -1.0318 -0.9114 -0.2019
N -2.0759 -1.8725 -0.0401
C -1.6593 0.5087 -0.6529
C -2.7588 1.0674 0.2380
C -4.1705 0.9683 -0.2784
N -4.5173 -0.3636 -0.5579
O -4.9396 1.9254 -0.2342
C 2.2854 -1.8802 -0.5472
O 3.3429 -2.1218 -1.1288
O 1.3435 -2.7854 -0.1253
H 1.0692 2.0589 -1.2553
H 2.0644 3.5803 -1.2035
H 2.7557 2.0183 -1.9696
H 1.9140 1.9238 1.0148
H 4.7136 2.4996 -0.1678
H 4.3338 2.1931 1.4538
H 3.7519 3.6945 0.7744
H 3.5133 0.2350 1.0619
H 3.8650 0.1925 -0.7275
H 1.2995 0.0042 -1.0457
H 1.4642 -0.5191 2.0513
H -0.3436 -1.2117 -1.0226
H -1.8828 -2.8338 -0.5563
H -2.3739 -2.0845 0.9758
H -0.7677 1.2072 -0.6637
H -1.8659 0.4334 -1.7258
H -2.4658 2.1005 0.5499
H -2.6192 0.4753 1.1398
H -5.4254 -0.7086 -0.9567
H -3.6266 -1.0351 -0.6031
H 1.5095 -3.7253 -0.3218
*
```

Gap between HOMO and LUMO ... 9.2 eV
Structure (SMILES) ... CC(C)C[C@H](NC(=O)[C@@H](N)CCC(N)=O)C(=O)O
Energy ... -896.9696 Ha
E_LUMO ... 0.087 eV
Highest occupied orbital energy ... -9.12 eV